ORCA calculation (the ωB97M-V functional and the def2-TZVPD basis) on an isolated molecule of C5H6N2 in a non-equilibrium geometry.

E_HOMO, eV: -7.624
Frontier orbital gap, eV: 7.15
Calculated total energy, hartree: -303.34962
2S+1: 1

```
13
C5H6N2 | the Open Molecules 2025 dataset | the ωB97M-V functional and the def2-TZVPD basis
N -3.192 -0.384 -0.316
N -2.372 -1.156 0.054
C -2.343 0.851 -0.131
C -0.413 0.176 0.539
C -1.205 1.262 0.159
C 1.873 0.339 -0.189
C 0.549 -0.569 -0.292
H 0.354 -0.720 -1.300
H 0.771 -1.475 0.239
H 2.682 -0.316 -0.512
H -0.368 0.052 1.567
H 1.643 1.286 -0.723
H 2.021 0.655 0.903
```